Entry 1:
Entry from the Open Molecules 2025 dataset: an isolated molecule of C18H23F2N5O3S (the ωB97M-V functional and the def2-TZVPD basis).

Output
SMILES: [H]/N=c1\[nH]c(/C(=N/OC)C(=O)N[C@]23C[C@H]2CN(C(=O)CCC2CC(F)(F)C2)C3)cs1
Frontier orbital gap in eV: 8.06
DFT total energy in Eh: -1797.0401
Relative energy (zero: lowest compared OMol25 entry of this formula, charge and spin) in kcal/mol: 18.9

Positions of all 52 atoms, in Å:
C (-5.1073, 1.0605, -3.0589)
O (-3.9924, 0.3592, -2.5433)
N (-4.2612, -0.9831, -2.6498)
C (-3.2649, -1.7051, -2.3207)
C (-1.9371, -1.1715, -1.8501)
O (-0.8926, -1.4978, -2.3819)
N (-1.9969, -0.3576, -0.7739)
C (-0.8522, 0.1959, -0.1329)
C (-0.7263, 1.6925, 0.0187)
C (0.1735, 0.9463, -0.9180)
C (1.5216, 0.5048, -0.4147)
N (1.2446, -0.1062, 0.8943)
C (2.2468, -0.8849, 1.4474)
O (2.3467, -2.0798, 1.2499)
C (3.4010, -0.1546, 2.1183)
C (3.0535, 1.2022, 2.7266)
C (4.2693, 1.9045, 3.3199)
C (5.2389, 2.4710, 2.2535)
C (4.6379, 3.8621, 2.4821)
F (5.5436, 4.8689, 2.6605)
F (3.7706, 4.2556, 1.5073)
C (3.9552, 3.3576, 3.7576)
C (-0.0999, -0.6832, 0.8415)
C (-3.4069, -3.1478, -2.3918)
C (-2.4849, -4.0817, -2.1124)
S (-3.1144, -5.6992, -2.3263)
C (-4.7065, -5.0726, -2.8181)
N (-5.6897, -5.8027, -3.1327)
N (-4.6207, -3.6953, -2.7788)
H (-4.8962, 2.1227, -2.9576)
H (-5.2611, 0.8370, -4.1157)
H (-6.0173, 0.8309, -2.5019)
H (-2.9054, -0.1200, -0.4097)
H (-1.5057, 2.3135, -0.4018)
H (-0.3451, 2.0765, 0.9568)
H (0.0636, 0.9949, -1.9908)
H (1.9246, -0.2529, -1.1030)
H (2.2729, 1.2974, -0.3626)
H (3.8001, -0.8221, 2.8830)
H (4.1836, -0.0533, 1.3604)
H (2.5953, 1.8496, 1.9738)
H (2.2981, 1.0710, 3.5067)
H (4.7154, 1.2943, 4.1037)
H (6.2855, 2.4238, 2.5497)
H (5.1530, 2.0619, 1.2446)
H (2.9016, 3.6133, 3.8880)
H (4.4924, 3.6661, 4.6530)
H (-0.5451, -0.7416, 1.8373)
H (-0.0744, -1.7070, 0.4464)
H (-1.4646, -3.9258, -1.8076)
H (-6.5182, -5.2733, -3.3891)
H (-5.4026, -3.1151, -3.0372)

Atomic forces in eV per Å
C -0.4 0.5 -0.2
O -0.2 0.3 0.0
N 0.0 -0.4 -0.1
C 0.1 -0.1 0.1
C 0.7 0.1 0.1
O -0.2 -0.1 -0.1
N -0.4 0.1 0.4
C 0.2 0.0 0.0
C -0.2 0.0 0.2
C 0.3 -0.1 -0.1
C 0.5 -0.2 -0.2
N -1.4 0.8 0.4
C 1.8 -0.8 -0.9
O -0.7 0.2 0.7
C -0.3 0.3 0.2
C 0.1 -0.1 -0.1
C -0.4 0.1 0.0
C 0.2 -0.2 -0.3
C 0.3 -0.4 0.5
F -0.3 0.0 -0.2
F 0.1 0.0 0.1
C -0.3 0.2 0.2
C 0.1 -0.7 -0.1
C -0.1 -0.4 -0.1
C 0.0 -0.2 0.0
S -0.1 0.2 0.0
C 0.1 0.3 0.0
N 0.1 -0.4 0.0
N -0.2 0.2 -0.1
H 0.2 0.0 0.1
H 0.0 -0.1 0.0
H 0.1 -0.1 0.0
H 0.0 0.0 -0.1
H 0.0 -0.2 -0.2
H 0.2 -0.1 0.0
H -0.1 0.3 0.0
H -0.1 0.0 0.0
H -0.1 0.1 0.3
H 0.0 -0.1 -0.1
H 0.0 0.0 0.0
H 0.0 0.0 0.0
H 0.0 0.0 0.0
H 0.1 0.0 -0.1
H 0.0 0.2 0.1
H -0.1 0.1 0.0
H 0.0 0.0 -0.2
H 0.1 0.0 -0.1
H 0.1 0.2 0.1
H -0.1 0.1 -0.1
H 0.0 0.1 0.0
H 0.1 0.1 0.0
H 0.1 0.0 0.0

***

Entry 2:
Entry from the Open Molecules 2025 dataset: a structure of composition Br7Pb3 (the ωB97M-V functional and the def2-TZVPD basis).

Output
Frontier orbital gap in eV: 4.41
Total charge: -1
DFT total energy in Eh: -18596.9789

Positions of all 10 atoms, in Å:
Pb (-0.6826, -2.6894, 1.7838)
Pb (-0.7135, 0.5841, -0.2178)
Pb (2.9731, 2.2324, 0.8160)
Br (2.3432, 1.6722, -1.4516)
Br (0.4507, 2.5656, 1.9698)
Br (1.6823, -1.3364, 0.5326)
Br (-2.2217, -0.3426, 1.7463)
Br (-2.2608, 1.9672, -1.6925)
Br (-0.2598, -1.3318, -2.5717)
Br (-1.3108, -3.3213, -0.9150)

Atomic forces in eV per Å
Pb 0.4 -0.1 -2.0
Pb 2.0 -0.5 -2.0
Pb -0.3 0.0 2.3
Br -0.5 -0.2 -2.1
Br 0.8 0.3 0.0
Br 0.1 -0.5 1.0
Br -1.3 -0.9 1.5
Br -1.3 1.1 -0.8
Br 0.8 2.2 -1.2
Br -0.7 -1.5 3.3